16
Properties=species:S:1:pos:R:3 method="wB97M-V/def2-TZVPD" max_force_ev_per_a=4.2 relative_energy_kcal_mol=171.1 orbital_gap_ev="7.95 / 7.95"
C -0.072 -2.006 0.843
H -2.160 2.872 -2.084
H -2.930 3.224 -0.588
N 1.780 0.019 -0.022
H -1.147 -2.222 1.147
N -0.663 1.082 -0.498
S 0.158 0.396 0.638
H 1.570 -3.422 0.850
H 3.085 -1.476 -0.028
C -2.500 2.411 -1.037
C 2.229 -1.172 0.633
H 2.371 -0.902 1.598
C 1.191 -2.347 0.749
O -1.527 2.120 -0.024
H -3.114 1.512 -1.204
H 1.730 -0.089 -0.974

***

80
Properties=species:S:1:pos:R:3 method="wB97M-V/def2-TZVPD" max_force_ev_per_a=1.2 relative_energy_kcal_mol=9.7 orbital_gap_ev=6.54 charge=+1
N 2.158 1.312 -1.198
C -4.892 -5.181 -0.125
C 0.035 2.006 -2.024
C -2.276 -1.860 0.427
C -0.506 2.381 3.989
C 2.111 2.578 -3.277
N 3.502 2.627 7.256
N -1.455 -1.813 -3.429
H 1.777 4.628 2.916
H 3.016 -1.273 1.076
H -2.200 -3.735 -1.557
C 2.084 -1.046 1.617
C -3.862 -4.964 -1.028
H -5.864 -4.485 1.656
C 3.749 1.390 3.981
H 1.611 -2.003 1.871
H -1.183 -0.921 -3.840
N -1.243 -0.351 1.722
H 4.544 2.124 3.964
C 2.608 -2.893 -3.027
C 1.123 3.768 2.934
C -4.209 -3.243 1.122
H -1.833 -1.654 -1.524
C 3.511 2.444 -3.343
O -0.524 1.407 -1.010
H -5.558 -6.023 -0.255
H 4.020 0.825 1.947
N -2.110 -1.431 1.619
C -2.468 0.203 3.777
O -1.663 -1.267 -0.614
O 1.299 -0.575 -3.375
H -0.645 3.805 -4.834
C -3.181 -3.011 0.210
C -0.040 3.294 -4.097
N 0.305 1.825 1.817
C -0.498 1.576 2.863
H -4.335 -2.566 1.955
C 1.318 3.247 -4.241
H -0.538 -3.663 -2.938
C 2.417 -0.301 2.839
H 3.123 -2.112 -1.199
C 1.465 1.981 -2.166
H -2.019 0.098 4.767
H 2.959 -2.823 -4.053
C 3.296 1.992 6.320
H -1.139 2.143 4.831
H 4.481 -2.671 -2.031
O 1.030 -1.925 -1.198
H -3.123 1.076 3.802
H 1.457 0.073 6.093
P 1.081 -1.891 -2.726
C 1.717 -0.491 4.042
H 1.714 3.063 0.987
C 2.011 0.239 5.177
H 2.528 -3.930 -2.708
H -0.036 -3.012 -4.513
H 0.935 -1.242 4.080
H 3.730 -1.235 -2.456
H 5.269 1.687 -2.381
H 3.979 0.719 -0.478
I 2.178 4.169 -5.910
C 3.468 1.226 -1.293
C 3.020 1.199 5.156
H -3.718 -5.641 -1.859
C 1.086 2.898 1.855
H 0.345 4.129 4.901
C 4.191 1.773 -2.359
C -3.012 -3.881 -0.862
I -2.751 2.674 -2.862
C -0.318 -2.747 -3.489
C -1.403 0.401 2.750
H 4.046 2.883 -4.175
C 3.449 0.655 2.854
H -3.051 -0.681 3.555
C -0.672 2.679 -3.003
C -5.062 -4.319 0.951
Y 0.516 -0.026 0.135
H -2.234 -2.160 -3.979
C 0.325 3.492 4.027
N 3.584 -2.196 -2.121

***

8
Properties=species:S:1:pos:R:3 method="wB97M-V/def2-TZVPD" max_force_ev_per_a=2.8 smiles="PN=P#[PH2]" relative_energy_kcal_mol=15.1 orbital_gap_ev=7.81
H 1.123 -1.691 -2.331
P -1.130 0.327 1.660
P 1.660 -0.479 -1.697
H 1.752 -0.902 -0.239
N -0.158 0.260 0.321
P -0.414 -0.027 -1.249
H -2.375 1.198 1.229
H -0.459 1.313 2.305